# 1
# C16H10Cl5CoN3O6P2S2

A molecular structure, C16H10Cl5CoN3O6P2S2 at a distorted geometry (ωB97M-V/def2-TZVPD, the OMol25 dataset).

Calculated values
Kohn-Sham gap (spin up / spin down) (eV): 7.031 / 7.007
E_tot (Eh): -6394.575046
Total charge: -1
E_LUMO (spin up / spin down) (Eh): 0.06408 / 0.06368
Relative energy (zero: lowest compared OMol25 entry of this formula, charge and spin) (kJ/mol): 34.3

Cartesian coordinates (Å):
Co -0.7578 0.3054 -0.1448
Cl -4.8904 2.9500 -4.3734
Cl -3.5933 -0.8327 -0.7925
Cl -0.4748 3.5525 -1.3681
Cl -5.4713 0.2073 -2.9968
Cl -2.4171 4.6239 -3.4922
S 1.1328 0.8053 -1.2875
S -0.0761 1.8048 1.4344
P -0.6823 -2.9670 -0.9649
P -1.7513 -2.2173 1.8088
O -1.7875 -3.6456 -1.6563
O -3.1651 -2.6119 1.7209
O -1.2319 -0.8333 1.4942
O 0.7449 -3.7179 -1.3021
O -0.3965 -1.4920 -1.0546
O -1.1457 -2.5844 3.2896
N 5.0216 4.8159 3.1422
N 0.8026 -2.7654 1.2566
N 6.6232 3.4449 -0.3857
C 2.3119 3.0499 1.8118
C -0.5899 -3.3083 0.8565
C 4.4037 4.1860 2.4019
C -0.7349 -4.7839 1.1964
C -3.8099 2.3347 -3.1740
C 5.5318 3.2293 -0.0854
C -1.8198 2.5563 -1.8271
C -2.6957 3.0725 -2.7871
C -2.0229 1.3093 -1.2394
C 3.3782 2.1614 -0.5704
C 3.6168 3.3850 1.4864
C -3.1761 0.6260 -1.6090
C 2.0694 1.8156 -0.2317
C 4.1616 2.9310 0.2785
C 1.5330 2.2579 0.9685
C -4.0605 1.1086 -2.5698
H 0.9666 -2.8983 2.2527
H 0.7946 -1.7594 1.0774
H 1.5276 -3.1885 0.6783
H -1.7318 -5.0992 0.8922
H 1.8875 3.4014 2.7469
H -0.0060 -5.3908 0.6555
H -0.6376 -4.9534 2.2711
H -1.8879 -2.6429 3.9178
H 3.7939 1.8053 -1.5083
H 0.7118 -4.0480 -2.2175

Mulliken population analysis, charges in e, atoms 1 to 5:
1 Co 0.233
2 Cl -0.210
3 Cl -0.157
4 Cl -0.118
5 Cl -0.192

***

# 2
# C42H93F6N12O15S6

9 unconnected molecules or ions with the total composition C42H93F6N12O15S6 at a distorted geometry (ωB97M-V/def2-TZVPD, the OMol25 dataset).

Calculated values
Kohn-Sham gap (eV): 7.823
E_tot (Eh): -6428.850644
Total charge: +3
E_LUMO (Eh): -0.21057

Cartesian coordinates (Å):
S 0.6751 -0.2747 0.2519
S 0.0561 2.8805 5.8602
S -0.4764 -1.8218 1.5349
S -3.0007 -7.9115 -0.8579
S 1.1884 1.6797 4.2030
S -3.5373 -6.5777 1.0233
F -2.9705 -6.7136 2.5316
F -2.1092 -9.2221 -1.2248
F 2.2989 1.8187 3.0437
F 1.2838 -0.1800 -1.2774
F -1.0887 -3.2769 1.3085
F -0.1078 4.4273 6.2915
O 1.4654 -5.7375 -0.3253
O 5.3372 2.0805 -0.0388
O 1.9031 0.1011 0.9100
O -1.6738 -1.0942 1.5805
O -3.2029 -5.2172 0.6674
O -0.4415 0.6672 0.1683
O -2.8967 1.6931 -3.3632
O -4.9424 -6.8967 1.1638
O 0.5613 2.2655 7.0563
O -1.3562 2.6172 5.5517
O -2.5051 -6.9594 -1.8560
O -4.3483 -8.4595 -1.0018
O 0.1094 1.0816 3.4080
O 0.3687 -1.9793 2.7248
O 1.9505 0.8169 5.0774
N -0.5055 -2.0503 -5.2362
N -0.7704 -3.0190 -3.2200
N 5.5572 4.9545 -1.0306
N -1.2577 4.9429 2.3721
N -2.4570 -7.7656 0.5498
N 3.9805 -4.2216 -1.0573
N -2.7133 6.4154 3.1634
N -4.3573 0.4860 -1.0360
N -3.6690 -2.4938 4.2560
N -4.0590 -0.3406 4.5626
N 1.0819 3.0798 4.5186
N 0.3464 -1.6885 0.0151
C -1.2836 -2.8286 -4.4415
C -3.7958 1.7700 -0.4386
C -0.7479 5.5757 3.5305
C 0.5153 -1.5452 -4.4438
C -2.0333 2.6253 -4.0174
C 5.9521 5.2203 0.4534
C 6.3323 3.8017 -3.2148
C 2.7105 -6.2143 0.1989
C -1.7257 6.3935 4.1081
C -4.1707 1.9043 3.5831
C 4.1398 -3.3848 1.4623
C -2.3184 0.5452 -2.8175
C -1.3257 -3.7722 -2.0715
C -2.7321 -0.5620 4.9223
C 6.6657 4.2155 -1.7645
C 3.8742 -5.7686 -0.6375
C -0.8956 4.0547 0.0856
C 7.0206 6.3356 0.8155
C -5.6013 0.7870 -1.9127
C 4.2161 4.1129 -1.0719
C 5.3713 -3.7110 -1.5404
C 5.2873 1.1501 0.9924
C -5.5460 -1.7730 -0.4195
C 0.3521 -2.2222 -3.1461
C -4.7672 -0.5069 0.1226
C -0.7516 -1.7206 -6.6747
C -4.6199 -1.5321 4.2254
C -3.9712 7.2201 3.2950
C 3.4144 -3.2570 0.0484
C 3.0260 -4.0460 -2.2957
C 4.1895 2.9754 0.0057
C -4.6965 0.9900 4.6627
C -0.5303 3.9346 1.5508
C 5.3404 6.3476 -1.6926
C -3.3193 -0.2561 -1.9525
C -1.4256 -0.3863 -6.9377
C 0.3056 -5.9928 0.4944
C -2.4968 5.4270 2.1995
C -2.5046 -1.8679 4.6781
C -6.7843 1.4231 -1.0772
C -3.7688 -3.8534 3.6800
C 5.8889 -4.5442 -2.7193
H 6.5411 7.2777 0.5500
H -4.9180 -2.3262 -1.1178
H 6.9733 -4.5293 -2.8286
H -4.4447 1.9999 0.4066
H -1.1991 -2.5676 -7.1948
H -5.7872 -0.0786 -2.5486
H 6.3099 4.2745 0.8602
H -5.4983 0.0455 0.7129
H 5.4848 1.6452 1.9432
H -3.7512 1.4389 2.6911
H 5.3818 -4.2685 -3.6439
H -2.7211 -0.9317 -1.3411
H 5.7634 2.8737 -3.2732
H -0.9761 2.5527 -3.7621
H 0.5383 4.0982 1.6900
H -0.5238 5.0016 -0.3060
H -7.5817 1.5207 -1.8139
H 3.7791 -4.3324 1.8625
H 5.0219 5.4938 0.9515
H 1.2054 -0.9149 -4.9850
H 6.1008 0.4496 0.8040
H -5.6120 -2.4331 0.4454
H -1.4947 1.0092 -2.2749
H -1.9739 4.0456 -0.0730
H 4.8653 -5.9763 -0.2341
H 5.8063 4.5341 -3.8272
H -6.6489 2.3466 -0.5144
H -1.1846 -0.0032 -7.9293
H 6.0095 -3.8103 -0.6624
H -3.9099 7.9318 4.1183
H 2.8334 -6.0351 1.2670
H -1.5979 -2.4464 4.7760
H 7.2365 6.3931 1.8824
H -4.9831 2.5418 3.2341
H 2.3620 -3.5160 0.1650
H -3.8571 -0.8532 -2.6889
H -2.8175 1.6165 0.0168
H 3.4337 4.8488 -0.8864
H -0.5518 3.1373 -0.3922
H -4.2238 7.8035 2.4096
H 3.3543 -4.6640 -3.1314
H -4.3927 -4.3588 4.4171
H 2.6048 -7.2989 0.1752
H -3.8084 2.6099 -1.1331
H -2.3454 -3.4887 -1.8107
H -4.4751 1.3351 5.6727
H 7.0302 3.4229 -1.1110
H -0.8603 2.9968 1.9979
H -4.2922 -3.7034 2.7357
H 5.6897 -5.6125 -2.6347
H 0.1121 -7.0653 0.5122
H 3.8496 -6.3243 -1.5749
H -1.3362 0.4533 -6.2484
H 3.8148 -2.5465 2.0784
H -7.1451 0.6107 -0.4464
H -3.9396 -0.7491 0.7893
H 4.2872 0.7264 1.0840
H -1.8363 -0.0092 -3.6227
H 4.0463 3.8307 -2.1109
H -6.5724 -1.6896 -0.7768
H -3.1533 5.0201 1.4447
H -1.4000 -4.8352 -2.3005
H -3.3991 2.6042 3.9037
H -2.1255 -3.3575 -4.8631
H -0.5300 -5.4154 0.0989
H 4.8838 6.1762 -2.6674
H 4.1120 3.3712 1.0183
H 4.5456 6.8719 -1.1620
H 0.9198 -2.1661 -2.2291
H -2.4863 -0.5794 -7.0981
H -2.3725 3.6606 -4.0527
H 5.2619 -2.6335 -1.6636
H 3.4174 -2.2423 -0.3496
H 0.2415 5.3263 3.8843
H 0.5413 -5.5367 1.4560
H 6.2589 6.9336 -1.6599
H -4.7824 6.5189 3.4909
H -2.1044 2.2804 -5.0489
H -1.7796 7.1559 4.8712
H -5.7618 0.8391 4.4883
H 3.2337 2.4610 -0.0938
H 7.2668 3.6227 -3.7466
H -2.7893 -4.3261 3.6079
H 2.9326 -2.9859 -2.5317
H 7.6171 4.7418 -1.8418
H -5.1551 1.4124 -2.6858
H 2.0048 -4.4007 -2.1564
H 5.2270 -3.4374 1.4037
H -2.1219 0.2609 5.2639
H -0.7312 -3.7152 -1.1596
H 7.9431 6.2228 0.2459
H -5.6253 -1.6194 3.8407
H 0.2272 -1.7333 -7.1541

Mulliken population analysis, charges in e, atoms 1 to 5:
1 S 0.578
2 S 0.885
3 S 0.310
4 S 0.885
5 S 0.725

***

# 3
# C30H34Cl2CoN4O11P2S2Si

A molecular structure, C30H34Cl2CoN4O11P2S2Si (ωB97M-V/def2-TZVPD, the OMol25 dataset).

Calculated values
Kohn-Sham gap (spin up / spin down) (eV): 7.690 / 6.693
E_tot (Eh): -6282.388288
Multiplicity: 5
Total charge: -1
E_LUMO (spin up / spin down) (Eh): 0.08635 / 0.04303
Relative energy (zero: lowest compared OMol25 entry of this formula, charge and spin) (kJ/mol): 0.0
<S²>: 6.02

Cartesian coordinates (Å):
Co 0.3476 -0.6558 -0.4848
Cl 3.9343 2.4036 1.2664
Cl -1.2795 3.7189 0.5556
S -2.7917 0.1064 3.1418
S 0.3183 -0.8352 4.2024
P -1.5477 -2.3414 0.7241
P 2.2071 -2.6068 -1.1311
Si -0.3346 -5.0657 -2.6897
O -1.6854 -1.1045 -0.1285
O 0.7819 0.8391 -1.6551
O -0.8853 -2.0135 2.1448
O -1.6598 -2.8830 -2.2586
O 2.7230 -1.4769 -0.3008
O -2.6562 0.1366 4.5863
O -3.6032 -1.0133 2.6456
O 2.9663 -3.9792 -0.7491
O -2.9000 -3.0374 1.0950
O 2.5247 -2.4386 -2.6682
O 2.1315 0.0943 -3.2836
N -5.5715 5.0277 1.3191
N -1.4406 0.3015 2.3677
N 0.6573 -0.3537 1.5689
N 1.4396 3.2109 -0.3996
C -4.0774 1.6551 1.3126
C -1.9758 -5.9685 -2.6974
C -0.5639 -3.5234 -1.6111
C 3.6454 3.9016 -3.2451
C 1.3412 3.2125 0.9954
C 4.5054 4.8575 -2.7231
C 0.4909 -2.6982 -0.9798
C 0.0809 -4.4354 -4.3982
C 1.8180 -0.3498 2.1609
C -4.7156 2.8010 0.8825
C 3.2869 4.7617 -0.6552
C 2.4569 3.7599 -1.1624
C -3.6374 1.5625 2.6264
C 2.6098 3.3506 -2.5015
C 1.6220 2.4302 -3.1920
C 4.3045 5.2975 -1.4237
C -0.4601 -0.6395 2.4515
C 1.5333 0.9894 -2.6863
C -0.0282 -4.7012 0.7353
C -4.4710 3.7646 3.0731
C -0.1296 3.3306 2.9428
C 2.2017 2.8761 3.2483
C 1.8477 -0.5763 3.5463
C -3.8387 2.6091 3.5074
C 2.3862 2.9039 1.8748
C -4.9068 3.8746 1.7550
C -0.4567 -3.5016 -0.0814
C 0.9421 3.0853 3.7828
C 0.9951 -6.2745 -2.1549
C 0.0833 3.4133 1.5798
H -1.8019 -2.0200 -1.8384
H -0.6911 -3.7454 -4.7417
H 0.7878 3.0159 4.8512
H -5.0560 2.8789 -0.1440
H -3.4953 2.5090 4.5293
H 2.7456 -0.5678 4.1439
H 1.8807 2.3825 -4.2475
H 5.3044 5.2636 -3.3294
H 0.3132 -4.3860 1.7236
H -5.5077 5.1842 0.3253
H 4.9440 6.0622 -1.0001
H 3.0434 2.6335 3.8825
H 1.0317 -3.8987 -4.3782
H -2.2166 -6.3415 -1.6986
H 0.9043 2.4689 -0.8431
H -3.8982 0.8316 0.6322
H 3.1323 5.1063 0.3597
H 0.8002 -5.2112 0.2490
H -1.1348 3.4426 3.3259
H 2.3719 -1.4863 -2.9413
H 0.1605 -5.2582 -5.1137
H -3.3632 -2.4304 1.7339
H -5.3281 5.8595 1.8336
H 1.1466 -6.9811 -2.9769
H 1.9490 -5.7904 -1.9476
H 2.7062 -0.2080 1.5622
H 3.7685 3.5738 -4.2711
H -1.9539 -6.8221 -3.3802
H 0.6185 2.8595 -3.1052
H -4.6288 4.5890 3.7595
H -0.8537 -5.4045 0.8691
H 3.8308 -3.7688 -0.3742
H 0.6992 -6.8500 -1.2762
H -2.7752 -5.2932 -3.0047

Mulliken population analysis, charges in e, atoms 1 to 5:
1 Co 1.240
2 Cl -0.155
3 Cl -0.134
4 S 1.387
5 S -0.378

***

# 4
# C5H9NS

C5H9NS in the gas phase at a distorted geometry (ωB97M-V/def2-TZVPD, the OMol25 dataset).

Calculated values
Kohn-Sham gap (eV): 9.109
E_tot (Eh): -648.840095
SMILES: CC1=NS[C@@H](C)C1
E_LUMO (Eh): 0.03350
Relative energy (zero: lowest compared OMol25 entry of this formula, charge and spin) (kJ/mol): 34.3

Cartesian coordinates (Å):
S 1.5809 0.8673 -1.3600
N 1.8176 0.1835 0.1937
C 0.6878 -0.5544 2.1490
C -0.7610 -0.5990 -1.8215
C -0.4472 0.7692 0.2734
C -0.2258 0.7270 -1.2914
C 0.7409 0.1434 0.8854
H -0.4873 -1.4490 -1.1887
H -1.8705 -0.5466 -1.8010
H -0.6057 1.5742 -1.7872
H 1.5647 -1.1954 2.3338
H -0.4165 -0.8503 -2.8609
H -0.2044 -1.2695 2.1257
H -0.5118 1.8404 0.5962
H 0.5059 0.1021 3.0056
H -1.3677 0.2570 0.5480

Mulliken population analysis, charges in e, atoms 1 to 5:
1 S -0.067
2 N -0.631
3 C -1.172
4 C -1.185
5 C -0.706

***

# 5
# C5H8O2

C5H8O2 in the gas phase (ωB97M-V/def2-TZVPD, the OMol25 dataset).

Calculated values
Kohn-Sham gap (eV): 10.093
E_tot (Eh): -345.754472
SMILES: CCCC(=O)C=O
E_LUMO (Eh): 0.01560
Relative energy (zero: lowest compared OMol25 entry of this formula, charge and spin) (kJ/mol): 132.5

Cartesian coordinates (Å):
O 1.1495 -0.4109 1.6093
O 3.5367 1.1798 0.6620
C 1.4061 0.0087 0.4972
C 2.9441 0.1416 0.5243
C -0.9974 -0.3956 0.0743
C -2.3209 -0.0296 -0.5874
C 0.2505 0.3308 -0.4613
H -3.1346 -0.5930 -0.1151
H 0.4383 0.0875 -1.5169
H 0.0932 1.4193 -0.4331
H -2.5504 1.0349 -0.4650
H -1.0603 -0.1871 1.1446
H 3.4134 -0.8445 0.7292
H -2.3358 -0.2639 -1.6570
H -0.8324 -1.4779 -0.0050

Mulliken population analysis, charges in e, atoms 1 to 5:
1 O -0.469
2 O -0.432
3 C 0.504
4 C -0.084
5 C -0.303

***

# 6
# C3H2N2S2

C3H2N2S2 in the gas phase at a distorted geometry (ωB97M-V/def2-TZVPD, the OMol25 dataset).

Calculated values
Kohn-Sham gap (spin up / spin down) (eV): 6.044 / 6.993
E_tot (Eh): -1021.308230
SMILES: S=C=N/C=C\N=S
E_LUMO (spin up / spin down) (Eh): -0.05701 / -0.05939
Relative energy (zero: lowest compared OMol25 entry of this formula, charge and spin) (kJ/mol): 187.7

Cartesian coordinates (Å):
S -4.7103 1.0829 -0.0040
S -2.2037 -2.5542 -0.0137
N -2.0803 0.2933 0.0254
N -0.6905 -2.1528 0.0383
C -0.1083 -0.9759 0.0023
C -3.2022 0.7030 0.0123
C -0.7612 0.2411 -0.0012
H 0.9726 -0.9915 -0.0012
H -0.2142 1.1742 -0.0040

Mulliken population analysis, charges in e, atoms 1 to 5:
1 S -0.364
2 S -0.027
3 N -0.232
4 N -0.300
5 C -0.366